Formula: C29H36BBrN4O8Sr
Source: the OMol25 dataset
Level of theory: ωB97M-V with the def2-TZVPD basis set

Output
* gap between HOMO and LUMO: 6.59 eV
* strongest force on any atom: 2.984 eV Å⁻¹
* LUMO level: 0.3 eV
* 2S+1: 1
* E_HOMO: -6.24 eV

Geometry as XYZ:
```
80
C29H36BBrN4O8Sr | the OMol25 dataset | ωB97M-V with the def2-TZVPD basis set
Sr -1.663 -0.862 0.185
O -4.833 -3.397 0.049
C -3.724 -2.920 0.592
O -3.650 -1.721 0.898
C -2.959 -3.991 1.350
O -1.574 -3.681 1.543
C -0.746 -3.863 0.365
C -1.225 -3.010 -0.815
O -2.479 -2.925 -1.041
O -0.391 -2.276 -1.385
H -5.342 -2.631 -0.269
H -3.087 -4.955 0.858
H -3.405 -4.028 2.344
H -0.700 -4.913 0.063
H 0.254 -3.529 0.627
C -6.076 -1.346 -3.799
C -5.745 -0.604 -2.531
C -6.719 -0.216 -1.616
C -6.367 0.482 -0.475
C -5.022 0.759 -0.283
Br -4.485 1.702 1.266
N -4.072 0.394 -1.116
C -4.435 -0.268 -2.220
H -7.132 -1.246 -4.047
H -5.851 -2.410 -3.703
H -5.492 -0.965 -4.637
H -7.760 -0.461 -1.797
H -7.103 0.804 0.246
H -3.627 -0.554 -2.885
C 6.332 -2.595 -0.473
C 5.914 -1.606 0.583
C 4.888 -0.697 0.362
C 4.515 0.238 1.320
C 5.164 0.266 2.546
N 4.866 1.199 3.577
C 3.797 2.063 3.701
O 3.911 3.145 4.235
N 2.588 1.642 3.172
C 2.004 0.362 3.206
C 2.506 -0.726 3.901
C 1.805 -1.921 3.861
C 0.634 -2.006 3.132
N 0.150 -0.956 2.458
C 0.818 0.193 2.502
C 6.192 -0.641 2.786
C 6.561 -1.557 1.816
H 5.736 -2.479 -1.377
H 6.218 -3.622 -0.122
H 7.381 -2.459 -0.742
H 4.364 -0.703 -0.587
H 3.732 0.946 1.092
H 5.647 1.496 4.141
H 1.947 2.412 3.046
H 3.416 -0.644 4.477
H 2.172 -2.785 4.399
H 0.058 -2.920 3.085
H 0.394 1.014 1.927
H 6.707 -0.623 3.740
H 7.367 -2.252 2.025
C 1.012 4.171 -0.857
C 0.544 3.010 -1.727
C 1.530 2.784 -2.857
O 0.499 1.839 -0.889
B -0.834 1.599 -0.426
O -1.656 2.543 -1.099
C -0.933 3.158 -2.176
C -1.410 4.585 -2.355
C -1.248 2.351 -3.432
H 1.976 3.908 -0.416
H 0.304 4.353 -0.047
H 1.135 5.090 -1.434
H 2.543 2.730 -2.454
H 1.493 3.608 -3.575
H 1.325 1.852 -3.380
H -1.320 5.155 -1.432
H -2.462 4.580 -2.646
H -0.841 5.091 -3.141
H -0.903 1.321 -3.325
H -0.797 2.786 -4.327
H -2.332 2.333 -3.561
```

Formula: C29H36Cl2NO3
Source: the OMol25 dataset
Level of theory: ωB97M-V with the def2-TZVPD basis set

Output
* energy above the lowest of the compared OMol25 structures with the same formula, charge and spin: 0.122 eV
* gap between HOMO and LUMO: 7.26 eV
* strongest force on any atom: 1.271 eV Å⁻¹
* charge: -1
* LUMO level: 2.5 eV
* 2S+1: 1
* E_HOMO: -4.79 eV

Geometry as XYZ:
```
71
C29H36Cl2NO3 | the OMol25 dataset | ωB97M-V with the def2-TZVPD basis set
C 4.755 0.304 0.385
C 4.008 -0.505 1.397
Cl 4.760 -2.008 1.869
C 2.826 -0.120 1.888
Cl 2.028 -1.083 3.085
N 2.272 1.092 1.452
C 0.997 1.510 1.970
O 0.005 0.620 1.457
C -1.320 0.959 1.832
C -2.156 -0.291 2.174
C -1.544 -1.600 1.647
C -3.602 -0.095 1.670
C -3.687 -0.129 0.135
C -4.216 1.198 2.214
C 0.725 2.976 1.524
O -0.029 3.626 2.269
O 1.211 3.301 0.419
H 5.770 -0.051 0.249
H 4.799 1.339 0.733
H 4.229 0.330 -0.570
H 2.218 1.096 0.439
H 0.997 1.449 3.058
H -1.772 1.520 1.012
H -1.315 1.643 2.678
H -2.229 -0.358 3.261
H -1.148 -2.186 2.472
H -0.781 -1.436 0.897
H -2.324 -2.214 1.192
H -4.180 -0.937 2.060
H -2.795 0.276 -0.336
H -4.589 0.377 -0.201
H -3.761 -1.169 -0.185
H -5.302 1.175 2.150
H -3.887 2.039 1.603
H -3.883 1.399 3.232
C -7.151 3.390 -1.817
C -5.890 3.786 -1.393
C -5.686 4.161 -0.073
C -6.743 4.132 0.826
C -8.004 3.733 0.404
C -8.209 3.365 -0.919
H -7.309 3.098 -2.848
H -5.063 3.802 -2.092
H -4.703 4.471 0.257
H -6.581 4.417 1.857
H -8.827 3.708 1.107
H -9.193 3.056 -1.249
C -2.061 -1.703 -3.065
C -2.215 -2.873 -3.797
C -1.398 -3.965 -3.539
C -0.431 -3.888 -2.546
C -0.279 -2.720 -1.813
C -1.092 -1.626 -2.075
H -2.698 -0.851 -3.264
H -2.973 -2.934 -4.568
H -1.516 -4.877 -4.112
H 0.204 -4.741 -2.342
H 0.471 -2.660 -1.035
H -0.971 -0.714 -1.504
C 9.003 -2.614 -2.236
C 10.304 -2.294 -1.874
C 10.571 -1.812 -0.599
C 9.537 -1.656 0.314
C 8.236 -1.979 -0.047
C 7.969 -2.455 -1.323
H 8.794 -2.986 -3.230
H 11.111 -2.419 -2.585
H 11.585 -1.557 -0.318
H 9.744 -1.282 1.308
H 7.429 -1.859 0.663
H 6.953 -2.701 -1.604
```

Formula: C29H36CrN2O8PS
Source: the OMol25 dataset
Level of theory: ωB97M-V with the def2-TZVPD basis set

Output
* energy above the lowest of the compared OMol25 structures with the same formula, charge and spin: 1.483 eV
* gap between HOMO and LUMO (spin up / spin down): 5.87 / 6.97 eV
* strongest force on any atom: 4.359 eV Å⁻¹
* charge: -1
* LUMO level (spin up / spin down): 2.4 / 2.3 eV
* 2S+1: 5
* E_HOMO (spin up / spin down): -3.46 / -4.67 eV

Geometry as XYZ:
```
78
C29H36CrN2O8PS | the OMol25 dataset | ωB97M-V with the def2-TZVPD basis set
Cr 0.691 0.227 0.924
O 2.820 -2.987 2.293
C 1.994 -1.941 2.110
O 1.837 -1.494 0.884
C 1.189 -1.458 3.189
C 1.102 -1.929 4.449
C 0.116 -1.383 5.240
C -0.598 -0.184 4.905
C -0.431 0.221 3.579
N 0.372 -0.504 2.717
C -0.862 1.496 2.925
O -1.751 2.114 3.464
O -0.222 1.810 1.827
H 3.057 -3.326 1.438
H 1.806 -2.747 4.786
H 0.179 -1.732 6.286
H -1.325 0.189 5.631
H 0.964 3.217 2.257
C -1.183 -3.265 2.243
C -0.920 -2.927 0.755
C -1.674 -3.953 -0.120
P -1.336 -1.158 0.325
C -3.101 -0.802 0.891
C -3.536 0.594 0.417
C -4.164 -1.939 0.537
C -1.289 -0.840 -1.413
C -2.198 -1.363 -2.408
C -2.015 -1.017 -3.756
C -2.960 -1.486 -4.906
C -0.992 -0.181 -4.174
C -0.208 0.414 -3.214
C -0.301 0.154 -1.842
N 0.442 0.757 -0.967
C 1.417 1.705 -1.453
C 2.718 1.213 -1.921
C 2.960 -0.230 -2.307
C 3.652 2.184 -2.247
C 3.397 3.514 -2.121
C 4.515 4.397 -2.552
C 2.155 3.964 -1.629
C 1.072 3.048 -1.295
C -0.290 3.431 -0.787
H -0.737 -4.268 2.524
H -2.241 -3.353 2.371
H -0.850 -2.435 2.906
H 0.148 -3.003 0.554
H -2.724 -3.833 -0.027
H -1.320 -4.913 0.269
H -1.454 -3.778 -1.158
H -2.882 -0.868 1.967
H -3.305 0.838 -0.612
H -3.079 1.368 0.998
H -4.646 0.613 0.528
H -4.399 -2.099 -0.515
H -5.114 -1.755 0.995
H -3.800 -2.851 0.950
H -2.966 -2.060 -2.152
H -2.610 -2.424 -5.321
H -2.881 -0.721 -5.695
H -3.986 -1.604 -4.521
H -0.696 -0.102 -5.216
H 0.521 1.136 -3.469
H 3.359 -0.306 -3.325
H 2.088 -0.883 -2.226
H 3.502 -0.863 -1.489
H 4.649 1.793 -2.642
H 5.468 4.326 -2.005
H 4.180 5.454 -2.372
H 4.838 4.334 -3.706
H 1.954 5.033 -1.534
H -0.253 3.372 0.298
H -0.987 2.714 -1.162
H -0.538 4.482 -1.021
O 2.465 1.473 3.472
S 2.800 2.087 2.206
O 4.177 2.542 2.030
O 2.289 1.305 1.045
O 1.933 3.446 2.099
```

Formula: C29H36N4P
Source: the OMol25 dataset
Level of theory: ωB97M-V with the def2-TZVPD basis set

Output
* gap between HOMO and LUMO: 6.62 eV
* strongest force on any atom: 5.602 eV Å⁻¹
* charge: +1
* LUMO level: -3.9 eV
* 2S+1: 1
* E_HOMO: -10.54 eV

Geometry as XYZ:
```
70
C29H36N4P | the OMol25 dataset | ωB97M-V with the def2-TZVPD basis set
C -5.286 1.463 3.944
C -4.206 0.329 3.608
P -3.668 0.254 1.804
C -2.041 -0.722 1.811
N -3.221 1.848 1.159
C -3.798 2.610 0.080
N -3.115 3.855 -0.161
C -2.083 3.814 0.830
N -1.075 4.664 1.121
N -2.183 2.605 1.585
H -5.633 2.074 3.056
H -6.201 0.944 4.395
H -4.887 2.139 4.771
H -3.303 0.402 4.292
H -4.701 -0.681 3.834
H -2.151 -1.781 2.212
H -1.306 -0.158 2.495
H -1.549 -0.697 0.776
H -4.682 2.215 -0.512
H -1.087 5.115 2.049
H -0.308 4.926 0.501
H -1.487 2.437 2.317
C 0.321 9.426 3.951
C 1.012 8.672 3.008
C 0.315 7.989 2.017
C -1.074 8.068 1.964
C -1.764 8.824 2.905
C -1.068 9.500 3.901
H 0.865 9.956 4.725
H 2.095 8.617 3.046
H 0.854 7.396 1.285
H -1.618 7.539 1.187
H -2.846 8.887 2.862
H -1.606 10.085 4.638
C 1.025 -4.708 -1.784
C 1.449 -3.541 -2.412
C 1.505 -2.348 -1.700
C 1.146 -2.323 -0.356
C 0.726 -3.491 0.273
C 0.662 -4.682 -0.441
H 0.979 -5.637 -2.341
H 1.735 -3.562 -3.458
H 1.829 -1.437 -2.192
H 1.195 -1.393 0.201
H 0.448 -3.473 1.322
H 0.329 -5.591 0.048
C 0.194 -2.191 -6.842
C 0.617 -1.025 -7.470
C 0.673 0.169 -6.758
C 0.315 0.194 -5.414
C -0.105 -0.974 -4.785
C -0.170 -2.165 -5.500
H 0.147 -3.121 -7.399
H 0.903 -1.046 -8.516
H 0.997 1.079 -7.250
H 0.364 1.123 -4.858
H -0.383 -0.955 -3.736
H -0.503 -3.074 -5.010
C 5.385 -8.345 1.129
C 5.858 -7.937 -0.114
C 5.171 -6.966 -0.835
C 4.016 -6.395 -0.308
C 3.546 -6.801 0.936
C 4.228 -7.778 1.654
H 5.919 -9.104 1.690
H 6.762 -8.376 -0.521
H 5.536 -6.652 -1.807
H 3.484 -5.635 -0.868
H 2.647 -6.355 1.347
H 3.858 -8.098 2.621
```